Formula: C3H3NO2
Source: the OMol25 dataset
Level of theory: the ωB97M-V functional and the def2-TZVPD basis

* energy above the lowest of the compared OMol25 structures with the same formula, charge and spin: 1056.5 kJ/mol
* lowest unoccupied orbital energy (spin up / spin down): -0.753 / -0.653 eV
* orbital gap (spin up / spin down): 7.007 / 9.969 eV
* total energy: -320.9753 Eh

The geometry in XYZ format:
```
9
Properties=species:S:1:pos:R:3:forces:R:3:mulliken_charge:R:1
C -0.93632 0.62506 -0.75487 0.8 -0.8 1.4 -0.2713
C -1.20943 0.53469 0.52965 -0.6 -1.5 0.6 -0.1676
C -0.06667 -0.17147 -0.01554 0.7 0.6 1.1 -0.0070
N 0.99841 -1.10278 0.14153 -2.8 2.5 0.5 0.8885
O 1.23232 -1.44403 1.28261 0.4 -0.8 1.0 -0.5881
O 1.58577 -1.38002 -0.86074 1.5 -1.2 -2.0 -0.5682
H -1.31238 0.98020 -1.62393 -0.8 0.9 -2.7 0.3850
H -2.08102 0.52146 1.19056 0.8 0.4 0.0 0.3327
H 1.78932 1.43689 0.11074 -0.1 -0.1 0.0 -0.0040
```
Positions in Å, forces in eV/Å.